Record 1
# C14H20N3O2PS

An isolated ion of composition C14H20N3O2PS and charge +2 in a non-equilibrium geometry (ωB97M-V/def2-TZVPD, the Open Molecules 2025 dataset).

Output
Gap between HOMO and LUMO: 5.08 eV
Total charge: +2
E_LUMO: -8.8 eV
HOMO energy: -0.509 Eh

XYZ file:
```
41
Properties=species:S:1:pos:R:3:forces:R:3
N 5.118 -2.869 -0.224 -0.7 0.1 0.1
C 4.154 -1.767 0.060 0.4 -0.3 -0.3
C 4.821 -0.359 -0.260 0.1 -0.2 1.4
C 4.348 0.760 0.793 -0.6 -0.5 -0.6
C 3.670 2.007 0.042 1.2 -1.0 1.0
N 2.218 1.636 -0.109 -1.2 0.6 0.0
C 1.423 1.930 0.992 -2.8 -1.1 -0.4
C -0.003 1.591 1.019 2.3 -0.6 -2.4
C -0.559 0.921 -0.177 0.7 0.2 -0.4
C -2.048 0.494 -0.202 -1.7 -0.5 0.6
C -2.776 0.057 -1.426 -0.5 0.4 2.8
C -4.161 -0.341 -1.296 1.4 0.4 -0.4
N -4.874 -0.332 -0.094 3.2 0.2 1.1
P -6.597 -0.801 -0.090 -5.5 0.1 -2.1
O -6.663 -2.363 -0.673 1.9 2.1 1.7
O -7.314 -0.719 1.397 3.0 -0.5 -1.3
S -7.628 0.328 -1.273 1.3 -0.5 0.7
C -4.207 0.050 1.057 2.4 0.8 0.1
C -2.799 0.482 1.068 -1.3 -0.8 -2.6
C 0.295 0.654 -1.347 1.5 1.3 2.6
C 1.719 1.047 -1.244 -2.5 -0.6 0.1
H 5.774 -2.976 0.558 -0.3 0.1 -0.4
H 4.603 -3.756 -0.283 0.4 0.5 0.0
H 3.836 -1.872 1.135 0.0 0.7 -0.9
H 3.259 -1.914 -0.615 0.8 0.1 0.8
H 4.640 -0.045 -1.324 0.3 -0.4 1.0
H 5.920 -0.491 -0.091 -0.9 0.1 -0.5
H 3.568 0.251 1.438 0.8 0.8 -0.5
H 5.175 1.069 1.480 -0.7 0.0 -0.8
H 3.739 2.949 0.656 -0.2 -1.0 -0.9
H 4.188 2.109 -0.943 -0.9 0.2 0.7
H 1.839 2.405 1.914 0.1 -0.5 -1.3
H -0.588 1.853 1.926 0.6 -0.2 -1.0
H -2.213 0.064 -2.386 -1.1 -0.2 0.7
H -4.714 -0.680 -2.205 0.3 0.5 0.9
H -5.779 -2.541 -1.054 -0.6 -0.6 0.0
H -6.677 -0.691 2.139 -0.7 -0.3 0.1
H -4.713 0.052 2.054 0.2 -0.1 -1.3
H -2.305 0.798 2.011 -0.8 -0.5 -0.8
H -0.057 0.169 -2.288 0.4 0.5 1.1
H 2.367 0.840 -2.135 -0.3 0.5 1.3
```
Forces are in eV/Å.

---

Record 2
# C14H21B2BaF8NO8

C14H21B2BaF8NO8 as an isolated structure in a non-equilibrium geometry (ωB97M-V/def2-TZVPD, the Open Molecules 2025 dataset).

Output
Gap between HOMO and LUMO: 5.34 eV
Total charge: -2
E_LUMO: 3.3 eV
HOMO energy: -0.075 Eh
Relative energy (zero: lowest compared OMol25 entry of this formula, charge and spin): 1.220 eV

XYZ file:
```
55
Properties=species:S:1:pos:R:3:forces:R:3
Ba 6.174 7.872 -1.461 -2.1 2.3 -0.9
B 7.114 10.995 -3.758 -1.5 0.5 -1.1
F 6.415 10.699 -4.964 0.8 0.0 0.2
F 6.803 9.910 -2.872 1.0 0.3 0.1
F 8.498 11.074 -3.995 0.4 -0.5 0.1
F 6.675 12.235 -3.294 0.3 -0.4 0.4
B 5.575 6.411 1.071 -0.5 1.5 1.2
F 5.191 5.594 2.102 -0.3 -0.7 -0.1
F 6.548 5.824 0.240 0.0 -0.7 -0.4
F 4.480 6.927 0.313 0.2 -1.1 0.2
F 6.165 7.572 1.610 0.6 0.2 0.1
C 5.595 11.711 1.029 0.3 0.8 1.2
C 4.845 11.342 -0.232 -0.1 -1.0 -0.9
O 4.152 12.211 -0.765 -0.1 0.1 0.3
O 4.981 10.129 -0.612 0.4 -0.2 0.4
H 6.637 11.393 1.129 0.0 -0.2 -0.5
H 5.101 11.294 1.914 -0.2 -0.1 -0.2
H 5.581 12.798 1.153 0.0 0.0 0.0
C 3.771 6.901 -5.287 0.3 0.7 -0.3
C 3.540 8.226 -4.516 -0.3 1.2 0.9
O 4.427 8.559 -3.680 0.4 -1.2 0.2
O 2.538 8.919 -4.798 0.2 -1.1 -0.4
H 4.718 6.447 -4.995 -0.1 -0.2 0.1
H 3.887 7.259 -6.315 -0.2 -0.4 -0.2
H 2.952 6.186 -5.218 -0.1 0.1 0.0
C 3.274 0.902 -3.178 0.5 -0.4 0.7
C 2.328 1.408 -2.309 -0.4 0.6 -0.2
C 2.355 2.741 -1.885 0.1 -0.9 0.5
C 3.441 3.513 -2.235 0.2 -1.1 -0.5
C 4.443 2.984 -3.065 0.0 0.5 0.6
C 4.384 1.669 -3.519 -0.5 0.8 0.0
N 3.552 4.881 -1.711 -0.2 0.2 -1.0
O 2.643 5.314 -1.063 -0.5 -0.1 0.5
O 4.521 5.508 -2.075 0.7 0.1 -0.1
H 3.208 -0.154 -3.413 0.1 0.1 -0.3
H 1.539 0.759 -1.952 -0.1 0.1 -0.1
H 1.598 3.073 -1.190 0.1 0.3 -0.1
H 5.276 3.641 -3.274 0.1 -0.1 -0.2
H 5.189 1.308 -4.141 -0.1 -0.2 0.0
C 7.829 6.790 -4.370 -0.2 0.4 -0.4
O 8.172 6.870 -2.989 1.1 -0.3 -0.1
C 9.486 7.386 -2.767 0.3 1.1 0.2
C 9.788 7.568 -1.264 -0.1 -2.2 -1.0
O 8.780 8.316 -0.673 0.6 1.2 0.0
C 9.048 8.762 0.653 -0.3 -0.8 0.4
H 6.770 6.547 -4.455 -0.1 0.4 0.3
H 8.312 6.003 -4.964 0.6 -0.1 0.6
H 8.044 7.756 -4.830 -0.3 0.0 -0.1
H 9.659 8.393 -3.174 -0.9 0.1 -0.3
H 10.244 6.811 -3.310 0.0 -0.6 0.5
H 10.815 7.945 -1.202 -0.2 0.6 0.2
H 9.806 6.567 -0.801 0.1 0.0 0.1
H 10.077 9.079 0.835 0.1 0.1 -0.5
H 8.841 7.922 1.322 0.0 0.1 0.2
H 8.360 9.565 0.898 -0.1 0.0 -0.2
```
Forces are in eV/Å.

---

Record 3
# C14H21F2N2O7P

C14H21F2N2O7P as an isolated structure in a non-equilibrium geometry (ωB97M-V/def2-TZVPD, the Open Molecules 2025 dataset).

Output
Gap between HOMO and LUMO: 9.03 eV
E_LUMO: 0.4 eV
HOMO energy: -0.315 Eh

XYZ file:
```
47
Properties=species:S:1:pos:R:3:forces:R:3
C -3.843 3.276 2.020 0.0 0.3 -0.2
C -2.914 3.392 2.968 1.4 0.0 0.1
P -2.185 1.934 3.839 -1.8 -1.0 0.5
C -1.410 0.747 2.637 0.9 0.4 -1.7
C -0.875 1.374 1.280 0.8 0.8 0.9
C 0.632 0.996 1.057 -0.3 0.0 -0.6
C 0.940 -0.430 0.442 -0.2 0.2 0.3
C -0.212 -1.472 0.453 0.6 -0.9 -0.2
N -0.335 -2.182 1.762 -0.2 0.6 -0.3
O -0.830 2.510 4.786 -0.8 -0.3 0.3
C -0.923 1.855 5.932 0.8 1.9 -3.5
N -0.855 1.182 6.836 0.0 -1.4 2.6
H -4.285 2.319 1.692 0.5 0.5 0.1
H -4.178 4.194 1.509 -0.1 -0.6 0.4
H -2.563 4.388 3.310 -0.2 -0.7 -0.4
H -0.523 0.297 3.144 -0.8 0.4 0.0
H -2.075 -0.102 2.361 0.0 0.7 0.8
H -1.526 1.185 0.406 0.4 -0.1 0.6
H -0.893 2.483 1.425 0.0 -0.8 -0.3
H 1.147 1.115 2.035 -0.3 -0.1 -0.6
H 1.096 1.744 0.369 -0.4 -0.5 0.5
H 1.268 -0.299 -0.608 -0.1 -0.1 0.7
H 1.803 -0.848 1.019 -0.6 0.1 -0.6
H 0.055 -2.281 -0.277 -0.2 0.8 0.3
H -1.195 -1.079 0.100 0.7 0.1 0.3
H 0.188 -1.691 2.484 -0.2 -0.1 -0.1
H -1.310 -2.223 2.053 0.4 -0.1 0.1
C -0.301 1.095 -4.095 0.0 0.1 -0.7
C -0.731 0.258 -2.925 0.4 -0.4 0.2
O -0.674 1.171 -1.842 -0.4 0.2 -0.7
C -0.919 2.405 -2.382 0.0 0.7 0.2
O -1.211 3.364 -1.748 0.1 -0.2 -0.1
O -0.791 2.387 -3.736 -0.1 -0.2 0.5
F 0.142 -0.745 -2.690 -0.1 -0.1 0.1
H 0.784 1.134 -4.204 0.0 -0.2 0.2
H -0.737 0.757 -5.034 -0.1 0.2 0.0
H -1.742 -0.148 -3.010 0.1 -0.1 0.1
C 3.847 -4.142 -2.246 0.3 -0.6 0.1
C 3.299 -2.967 -1.488 0.4 0.5 0.1
O 2.645 -2.214 -2.494 -0.1 -0.8 0.0
C 2.243 -3.124 -3.433 -0.5 0.1 -0.7
O 1.441 -2.906 -4.280 0.3 0.0 0.2
O 2.873 -4.318 -3.271 -0.1 0.4 0.2
F 4.297 -2.215 -0.962 -0.1 0.1 0.1
H 4.818 -3.931 -2.698 0.0 0.2 0.1
H 3.933 -5.035 -1.630 -0.2 0.0 -0.1
H 2.584 -3.228 -0.704 0.1 0.1 0.1
```
Forces are in eV/Å.

---

Record 4
# C14H21F3N3O17

A 7-piece molecular cluster, C14H21F3N3O17 overall in a non-equilibrium geometry (ωB97M-V/def2-TZVPD, the Open Molecules 2025 dataset).

Output
Gap between HOMO and LUMO: 6.19 eV
Total charge: -1
E_LUMO: 2.2 eV
HOMO energy: -0.146 Eh
Relative energy (zero: lowest compared OMol25 entry of this formula, charge and spin): 3.538 eV

XYZ file:
```
58
Properties=species:S:1:pos:R:3:forces:R:3
C -0.032 0.098 0.422 0.0 1.0 -0.3
C 0.181 -0.848 1.583 0.8 -4.1 -0.8
O 0.955 -1.832 1.411 0.5 1.4 -1.1
O -0.481 -0.768 2.616 -1.8 2.2 1.8
H -0.985 0.625 0.396 -0.1 0.2 0.6
H 0.034 -0.328 -0.579 0.6 -0.5 0.2
H 0.773 0.820 0.558 0.0 0.4 -0.5
C -1.328 0.586 -3.147 2.1 -0.8 0.3
C -2.629 1.156 -3.458 -0.5 -1.6 -2.3
O -2.378 2.309 -4.255 0.2 0.0 -0.4
C -1.032 2.576 -4.227 1.9 2.6 -2.5
O -0.435 3.435 -4.986 -3.1 -4.5 4.3
O -0.500 1.751 -3.291 1.5 0.7 -0.9
F -3.184 1.427 -2.327 -2.0 2.1 3.2
H -0.936 -0.254 -3.721 -0.1 0.4 -0.8
H -1.289 0.159 -2.145 -0.1 0.8 0.3
H -3.331 0.451 -3.904 0.2 0.3 -1.1
C 2.999 -0.063 -3.308 0.7 2.0 -0.8
C 3.698 -0.391 -2.072 0.7 -1.4 1.0
O 3.369 -1.778 -1.959 -0.8 -0.2 0.0
C 2.127 -1.986 -2.571 0.5 -1.9 -0.4
O 1.555 -3.063 -2.660 1.4 3.6 0.4
O 1.805 -0.796 -3.211 -0.5 -1.1 -0.3
F 3.191 0.275 -1.024 -1.0 0.4 0.7
H 3.643 -0.268 -4.163 -0.3 -0.8 -0.3
H 2.911 1.022 -3.370 -1.1 0.0 0.1
H 4.763 -0.176 -1.982 0.2 -0.8 -0.6
C -4.110 -3.536 0.484 1.6 -0.9 -1.0
C -3.132 -3.156 -0.623 -0.8 -1.7 1.2
O -1.926 -3.682 -0.213 0.4 -0.7 -2.3
C -1.910 -3.788 1.117 1.1 -0.6 1.4
O -0.931 -3.998 1.749 -0.8 -0.1 -0.1
O -3.168 -3.703 1.602 -2.1 0.6 -0.4
F -3.004 -1.866 -0.489 0.4 4.2 -0.6
H -4.548 -4.493 0.199 -0.3 -0.1 0.6
H -4.806 -2.700 0.435 -0.1 -0.2 1.4
H -3.496 -3.348 -1.632 0.7 -0.7 -0.1
C 1.669 1.368 4.494 -0.5 0.4 0.5
N 2.587 0.332 3.949 0.6 -0.1 0.2
O 3.471 0.811 3.239 -0.3 -0.5 0.0
O 2.476 -0.834 4.252 -0.1 0.9 -0.1
H 2.272 2.268 4.618 -0.2 -0.1 -0.4
H 1.248 1.129 5.471 0.2 -0.6 -0.2
H 0.835 1.494 3.804 0.2 -0.1 -0.2
C -3.196 0.474 3.492 0.8 0.7 0.6
N -3.967 0.448 2.229 -1.6 1.1 -0.5
O -3.889 1.430 1.481 0.5 -1.3 0.8
O -4.826 -0.422 2.091 1.1 0.3 0.1
H -3.148 -0.496 3.986 -0.1 0.2 -0.4
H -3.652 1.242 4.116 -0.8 -0.3 0.0
H -2.213 0.925 3.356 0.1 -0.8 -0.7
C 3.387 2.980 0.153 -1.6 1.9 0.2
N 4.757 2.698 0.494 3.4 -4.0 0.5
O 5.040 1.484 0.627 -1.2 1.8 -0.4
O 5.658 3.511 0.635 -1.5 1.2 -0.3
H 2.742 2.536 0.911 0.2 -0.4 -0.2
H 3.082 2.696 -0.855 0.5 -0.6 0.2
H 3.230 4.057 0.203 0.3 0.1 0.1
```
Forces are in eV/Å.

---

Record 5
# C14H21F3N3O17Tl

C14H21F3N3O17Tl as an isolated structure in a non-equilibrium geometry (ωB97M-V/def2-TZVPD, the Open Molecules 2025 dataset).

Output
Gap between HOMO and LUMO: 1.40 eV
Total charge: +2
E_LUMO: -13.0 eV
HOMO energy: -0.531 Eh
Relative energy (zero: lowest compared OMol25 entry of this formula, charge and spin): 3.909 eV

XYZ file:
```
59
Properties=species:S:1:pos:R:3:forces:R:3
Tl -7.034 -0.358 -1.955 -0.1 0.0 -0.1
C -0.370 -1.035 1.386 0.3 0.4 0.7
C -1.748 -0.804 0.889 4.5 -3.7 5.6
O -1.879 -0.429 -0.200 -2.7 2.5 -6.0
O -2.769 -1.295 1.443 -1.3 0.6 -0.4
H -0.056 -0.280 2.108 0.0 -0.2 0.2
H 0.382 -1.064 0.598 -0.1 0.5 -0.6
H -0.246 -2.060 1.734 -0.5 -0.2 0.6
C -0.075 5.189 -1.005 -1.7 1.0 -2.7
C 0.184 6.321 -1.994 2.3 -3.4 -1.3
O -0.234 7.418 -1.265 -1.6 2.7 -6.2
C -0.121 7.187 -0.063 -0.1 2.7 8.7
O -0.288 8.055 0.862 0.8 -3.9 -3.6
O 0.232 5.900 0.142 0.7 -0.5 2.6
F -0.279 6.033 -3.269 -0.5 1.3 1.6
H 0.454 4.298 -1.342 0.4 0.1 1.1
H -1.157 5.065 -1.045 -0.2 -0.8 0.2
H 1.271 6.334 -2.068 0.1 0.8 -0.5
C -2.555 4.093 5.072 -1.6 0.6 0.1
C -3.180 3.219 6.183 2.2 1.0 -0.9
O -4.436 2.794 5.736 0.1 0.2 -1.5
C -4.637 3.313 4.468 -3.2 0.7 -2.3
O -5.653 3.185 3.732 3.7 -0.3 3.3
O -3.642 4.122 4.071 1.3 -1.1 0.6
F -3.241 3.989 7.268 -0.9 0.3 1.3
H -1.553 3.749 4.818 -0.5 -0.4 -1.1
H -2.427 5.135 5.368 -0.2 -0.1 0.3
H -2.426 2.462 6.399 -0.9 -0.9 0.2
C 1.586 -3.917 -4.671 3.9 1.6 0.9
C 0.318 -4.457 -5.051 -0.6 -3.9 0.8
O 0.301 -4.491 -6.402 -2.1 -0.5 -1.6
C 1.328 -3.878 -6.934 2.5 0.3 -2.8
O 1.570 -3.848 -8.135 -0.5 0.5 3.4
O 2.114 -3.443 -5.902 0.2 1.2 -1.4
F -0.675 -3.739 -4.566 -1.9 1.4 0.7
H 2.434 -4.476 -4.273 -0.7 -1.3 0.0
H 1.528 -3.161 -3.889 -0.5 0.7 -0.5
H 0.189 -5.503 -4.773 -0.3 0.0 0.6
C 7.678 -4.245 2.289 0.5 -0.8 0.8
N 6.752 -4.105 1.150 2.5 -0.3 0.9
O 6.985 -4.662 0.129 0.8 -1.6 -1.8
O 5.836 -3.391 1.287 -3.6 2.5 0.8
H 8.686 -4.426 1.916 -0.2 0.1 0.0
H 7.330 -5.110 2.852 0.1 -0.2 -0.2
H 7.627 -3.411 2.989 -0.1 0.2 -0.6
C -0.759 1.713 -7.028 -0.1 -0.2 0.3
N -2.207 1.955 -6.708 -1.3 0.0 0.0
O -2.749 2.816 -7.379 0.2 -0.7 0.9
O -2.802 1.218 -5.875 1.6 1.5 -1.5
H -0.368 1.178 -6.162 0.2 -0.3 -0.6
H -0.168 2.601 -7.251 -0.7 0.5 0.6
H -0.776 1.235 -8.007 0.0 -0.8 0.4
C -1.189 -4.924 5.855 -1.0 -0.2 -0.2
N 0.113 -4.435 6.268 -1.5 2.0 -0.9
O 0.963 -5.209 6.402 3.3 -3.1 0.6
O 0.259 -3.248 6.475 -0.4 1.1 0.0
H -1.585 -5.283 6.805 -0.8 0.3 -0.2
H -1.143 -5.781 5.183 0.6 0.1 0.1
H -1.694 -4.109 5.336 -0.3 -0.1 0.6
```
Forces are in eV/Å.

---

Record 6
# C14H21F4N4OOsS3Sb

C14H21F4N4OOsS3Sb as an isolated structure in a non-equilibrium geometry (ωB97M-V/def2-TZVPD, the Open Molecules 2025 dataset).

Output
Gap between HOMO and LUMO (spin up / spin down): 7.89 / 6.05 eV
Spin multiplicity: 6
Total charge: +1
E_LUMO (spin up / spin down): -3.0 / -5.1 eV
HOMO energy (spin up / spin down): -0.399 / -0.409 Eh

XYZ file:
```
49
Properties=species:S:1:pos:R:3:forces:R:3
Os 0.235 -0.187 -0.298 1.6 0.2 -1.2
C -2.246 -1.964 0.756 0.2 -0.1 0.2
C -1.146 -2.430 1.701 -0.6 -0.1 -0.3
N 0.084 -1.610 1.588 0.3 0.5 -0.4
C 1.264 -2.498 1.678 0.6 -0.4 -0.3
C 1.466 -3.376 0.450 -0.1 0.2 0.1
C 0.144 -0.638 2.704 0.1 0.7 0.3
C 1.047 0.554 2.357 0.0 -0.6 0.5
N 0.546 1.115 1.119 0.0 -1.0 -0.1
C 0.510 2.470 0.953 -0.2 1.8 -0.2
C -0.579 3.025 0.247 0.2 -0.4 0.3
F -1.574 2.162 -0.094 0.0 0.7 0.0
C -0.651 4.371 -0.050 0.3 -0.1 0.1
F -1.690 4.851 -0.732 -0.1 -0.1 0.0
C 0.360 5.233 0.355 0.1 -0.4 0.1
C 1.422 4.723 1.084 -0.4 -0.2 0.0
F 2.400 5.537 1.468 0.1 -0.1 0.1
C 1.491 3.374 1.411 -0.4 -0.4 -0.2
F 2.530 2.904 2.113 0.0 0.1 -0.1
H -3.188 -2.412 1.059 -0.1 0.0 -0.1
H -2.022 -2.283 -0.262 -0.1 0.1 0.0
H -2.359 -0.875 0.796 -0.1 0.0 0.0
H -0.903 -3.465 1.470 0.0 0.1 0.1
H -1.505 -2.404 2.734 0.2 0.0 0.0
H 1.171 -3.128 2.575 0.0 0.2 0.0
H 2.153 -1.876 1.789 -0.1 0.0 0.1
H 0.708 -4.148 0.344 -0.1 0.0 0.0
H 2.432 -3.863 0.542 0.1 -0.1 -0.1
H 1.477 -2.770 -0.456 0.1 -0.1 0.0
H 0.499 -1.123 3.623 -0.1 -0.1 -0.2
H -0.864 -0.247 2.879 0.1 -0.1 0.0
H 2.094 0.235 2.237 -0.2 0.1 0.0
H 1.008 1.291 3.165 0.0 -0.2 -0.1
H 0.317 6.282 0.115 0.0 0.1 0.0
S 3.546 2.778 -1.049 0.1 -0.2 -0.1
Sb 2.920 1.033 -2.508 0.0 -0.3 0.7
S 2.993 -0.462 -0.610 -0.5 0.3 -0.2
S 0.476 1.297 -2.030 -0.5 -0.5 0.7
C -3.060 -0.332 -3.561 -0.1 0.0 -0.3
N -2.029 -0.638 -2.596 0.1 0.2 0.3
C -1.011 -1.496 -2.751 -0.6 0.1 0.0
N -0.931 -2.253 -3.853 0.0 0.1 0.0
O -0.155 -1.644 -1.840 0.4 -0.1 0.8
H -3.878 0.157 -3.039 0.0 0.0 0.0
H -3.441 -1.253 -3.998 -0.1 0.0 0.0
H -2.710 0.339 -4.348 0.0 -0.1 0.0
H -1.932 0.010 -1.817 0.0 -0.3 -0.3
H -1.558 -2.140 -4.629 0.0 0.0 0.0
H -0.182 -2.919 -3.924 0.0 0.0 0.0
```
Forces are in eV/Å.